No. 1
# C30H70F6N8O13P

A cluster of 12 separate species, C30H70F6N8O13P in total (ωB97M-V/def2-TZVPD, OMol25).

Each line ends with the Löwdin charge.
Positions of all 128 atoms, in Å:
P: -0.19670 2.31315 -0.17636  0.218
F: -1.46152 2.20519 -1.25039  -0.223
F: -0.79930 3.75710 0.24498  -0.179
F: -1.09127 1.50709 0.94287  -0.205
F: 1.07664 2.39643 0.86748  -0.201
F: 0.25820 0.81295 -0.67325  -0.211
F: 0.73571 2.99627 -1.34549  -0.199
C: 6.58332 4.80082 0.66177  -0.222
O: 5.71185 5.13989 -0.31463  -0.103
H: 6.36900 5.29684 1.60841  0.073
H: 6.44786 3.72691 0.79007  0.082
H: 7.57198 5.06764 0.28836  0.083
H: 4.92018 4.63342 -0.11882  0.087
C: -0.83423 10.38014 -0.28348  -0.189
O: -0.62698 11.15817 0.85865  -0.113
H: 0.00588 10.44230 -0.97520  0.074
H: -1.06698 9.31765 -0.21268  0.083
H: -1.61693 10.90097 -0.83503  0.070
H: -1.11049 10.77064 1.59189  0.075
C: 0.90429 4.18608 6.13308  -0.011
C: 2.42856 4.02891 6.28283  -0.266
C: 3.07472 5.18702 7.03930  -0.092
O: 4.06885 4.56912 7.89773  0.077
C: 3.63929 3.32556 8.13690  -0.600
O: 4.07500 2.64029 9.03316  0.135
O: 2.67069 3.03439 7.29841  0.072
H: 0.45685 4.42820 7.09707  0.086
H: 0.41041 3.32257 5.68750  0.090
H: 0.64658 5.09681 5.59248  0.086
H: 3.00805 3.69369 5.42265  0.160
H: 2.39059 5.89178 7.51193  0.133
H: 3.57891 5.78214 6.27791  0.130
C: 0.34726 3.52591 -7.19480  -0.321
O: 1.31316 3.05847 -7.83274  -0.018
N: -0.55492 4.38341 -7.69837  -0.212
C: -0.27999 5.09403 -8.92853  -0.046
C: -1.44219 4.94480 -6.74705  -0.081
H: 0.01648 3.12185 -6.22551  0.136
H: 0.48259 5.82872 -8.67008  0.091
H: -1.14704 5.69956 -9.19244  0.083
H: 0.14924 4.62032 -9.81140  0.091
H: -1.70698 4.23566 -5.96275  0.095
H: -1.05981 5.87610 -6.32924  0.095
H: -2.37145 5.22505 -7.24306  0.087
C: 0.24342 -8.44026 0.03456  -0.315
O: 0.17699 -9.56097 -0.46446  -0.018
N: 0.64093 -7.35470 -0.69841  -0.206
C: 0.61564 -6.01751 -0.21545  -0.075
C: 1.20710 -7.56454 -2.04627  -0.040
H: -0.03936 -8.21721 1.07498  0.133
H: 1.65344 -5.77631 0.01450  0.091
H: 0.05091 -5.91626 0.71134  0.089
H: 0.20532 -5.37648 -0.99572  0.092
H: 0.63384 -7.06159 -2.82506  0.082
H: 2.22543 -7.18667 -2.13756  0.087
H: 1.18563 -8.61315 -2.34302  0.080
C: -6.75799 -4.61527 1.24119  -0.325
O: -6.03587 -4.39303 2.25432  -0.049
N: -6.55789 -4.01184 0.07716  -0.178
C: -7.44629 -4.28302 -1.07219  -0.057
C: -5.42499 -3.12136 -0.18324  -0.033
H: -7.61384 -5.29910 1.35118  0.132
H: -8.06971 -3.46079 -1.42347  0.083
H: -8.14165 -5.10813 -0.91802  0.080
H: -6.87190 -4.59396 -1.94483  0.082
H: -4.87991 -2.79099 0.70097  0.091
H: -4.73308 -3.59994 -0.87629  0.088
H: -5.74601 -2.21381 -0.69453  0.087
C: 7.20136 -4.31348 -3.95169  -0.324
O: 6.88815 -4.67898 -2.82108  -0.005
N: 6.48754 -3.35706 -4.60526  -0.192
C: 7.00703 -2.71866 -5.79099  -0.085
C: 5.46138 -2.59384 -3.90394  -0.050
H: 8.02268 -4.72643 -4.55756  0.133
H: 7.76047 -3.27141 -6.35216  0.081
H: 7.62225 -1.84252 -5.58612  0.084
H: 6.22268 -2.38639 -6.47106  0.090
H: 4.57825 -2.26916 -4.45417  0.088
H: 4.98637 -3.12292 -3.07779  0.086
H: 5.93496 -1.68217 -3.53967  0.095
C: -2.53901 -1.89410 -8.91363  -0.378
O: -2.48187 -2.33074 -10.07423  -0.024
N: -2.28082 -2.54750 -7.83779  -0.173
C: -2.20270 -1.96332 -6.50512  -0.047
C: -1.91685 -3.96520 -7.86298  -0.041
H: -2.85725 -0.85385 -8.74394  0.137
H: -1.19226 -1.96545 -6.09633  0.092
H: -2.88736 -2.48066 -5.83302  0.089
H: -2.45377 -0.90478 -6.43753  0.088
H: -2.65516 -4.63875 -7.42785  0.085
H: -1.83371 -4.39975 -8.85916  0.085
H: -0.99681 -4.20147 -7.32837  0.088
C: 6.30048 -4.15402 3.95877  -0.275
O: 6.88949 -5.06267 4.58637  -0.029
N: 5.97911 -2.93030 4.54989  -0.202
C: 5.10468 -2.03524 3.79226  -0.069
C: 6.31098 -2.58250 5.88997  -0.069
H: 5.86661 -4.27751 2.95442  0.127
H: 5.55141 -1.04542 3.69851  0.084
H: 4.10360 -1.84664 4.18000  0.086
H: 5.01670 -2.37151 2.75916  0.080
H: 6.52912 -3.38816 6.59098  0.087
H: 7.23558 -2.00565 5.91171  0.090
H: 5.47268 -2.01597 6.29542  0.089
C: -6.69982 5.64186 0.15005  -0.266
O: -6.89175 6.28052 -0.94455  -0.049
N: -7.55038 4.67368 0.63565  -0.196
C: -7.00127 3.67524 1.58818  -0.047
C: -8.82075 4.35888 0.04179  -0.078
H: -5.88268 5.84325 0.85994  0.129
H: -6.94232 2.66888 1.17359  0.086
H: -7.75972 3.45071 2.33812  0.075
H: -6.09411 4.04606 2.06530  0.088
H: -9.28771 5.17418 -0.51080  0.087
H: -8.75935 3.55477 -0.69152  0.089
H: -9.59535 4.05336 0.74517  0.083
C: -2.41830 -3.92979 8.51628  -0.316
O: -2.94088 -3.93620 9.64943  -0.029
N: -1.51762 -3.02851 8.10402  -0.215
C: -1.05772 -2.97158 6.75507  -0.067
C: -1.11146 -1.98458 8.98045  -0.056
H: -2.67358 -4.64099 7.71554  0.133
H: -1.47326 -3.70731 6.06650  0.091
H: 0.00165 -3.22710 6.77815  0.087
H: -1.11496 -1.97927 6.30769  0.094
H: -1.62177 -1.06896 8.68155  0.096
H: -1.48606 -2.13773 9.99254  0.087
H: -0.03233 -1.83232 9.00010  0.095

Cartesian forces (eV/Å) of the 6 atoms listed first:
P -0.587 -1.372 -1.159
F 0.585 0.057 0.412
F 0.706 -0.432 0.527
F 0.179 1.124 0.086
F -0.991 0.219 -0.500
F 0.587 0.634 -0.060

Results
E_LUMO: 0.0537 Eh
net charge: -1

No. 2
# C5H7NOS

An isolated molecule of C5H7NOS (ωB97M-V/def2-TZVPD, OMol25).

Each line ends with the Löwdin charge.
Positions of all 15 atoms, in Å:
C: 0.79139 -1.62378 0.83809  -0.382
C: 1.34688 -0.79626 0.00080  -0.204
C: 2.06196 -0.00668 -0.72043  0.003
C: -1.67289 -0.50170 0.02886  -0.461
C: -1.16176 0.83613 0.48053  -0.200
N: -0.55231 1.68002 -0.25837  -0.218
O: -0.27331 1.68121 -1.45989  -0.078
S: -0.99093 -1.66713 1.25139  0.853
H: 1.23928 -2.39957 1.32195  0.020
H: 2.24803 1.05037 -0.48426  0.075
H: 2.37479 -0.39537 -1.71671  0.087
H: -2.76830 -0.76297 -0.09481  0.091
H: -1.36025 -0.64785 -1.06844  0.114
H: -1.10732 1.08521 1.53908  0.116
H: -0.17526 2.46834 0.34222  0.186

Cartesian forces (eV/Å) of the 6 atoms listed first:
C -2.865 1.901 -1.228
C 0.065 -0.726 1.430
C 0.402 0.385 -1.860
C 0.064 -0.316 -1.791
C -1.397 -1.045 0.721
N 0.897 1.716 1.652

Results
E_LUMO: 0.0252 Eh
ΔE to the lowest compared entry with this formula, charge and spin: 5.070 eV
SMILES string: C=C=CSC/C=[NH+]\[O-]

No. 3
# C18H20BF2FeN4O2S

A structure of composition C18H20BF2FeN4O2S (ωB97M-V/def2-TZVPD, OMol25).

Each line ends with the Mulliken spin population.
Positions of all 49 atoms, in Å:
Fe: 0.09574 0.51463 0.43044  0.807
O: 2.04249 -0.25514 0.36962  -0.045
C: 3.10824 0.31076 1.05319  0.027
C: 4.21003 -0.49560 1.29318  -0.020
C: 5.32201 0.00837 1.94200  0.039
C: 5.33036 1.33514 2.35794  -0.018
C: 4.22364 2.12584 2.13160  0.019
C: 3.07704 1.64166 1.48288  -0.026
C: 1.94543 2.54409 1.36280  0.173
N: 0.76094 2.19078 0.97559  -0.001
C: -0.28606 3.21417 1.10731  0.007
C: -1.47819 2.78945 0.26656  0.021
N: -1.61419 1.34955 0.42645  -0.047
C: -2.77275 0.81246 0.51099  0.015
C: -3.00600 -0.60751 0.65614  0.019
C: -4.33462 -1.03479 0.81906  -0.002
C: -4.66071 -2.35901 0.98983  0.001
C: -3.62821 -3.30425 1.00715  0.000
C: -2.31788 -2.92052 0.84712  0.003
C: -1.95580 -1.56553 0.65645  -0.009
O: -0.69649 -1.27973 0.44783  -0.011
H: 4.18138 -1.52305 0.95375  0.000
H: 6.17717 -0.62978 2.11963  0.003
H: 6.19471 1.74535 2.86287  -0.001
H: 4.22124 3.15642 2.46715  0.001
H: 2.11347 3.56399 1.70750  0.021
H: 0.08402 4.19616 0.80202  -0.002
H: -0.57920 3.27005 2.15915  -0.003
H: -1.27257 2.99265 -0.78773  0.002
H: -2.38613 3.32557 0.55996  0.001
H: -3.65852 1.45268 0.48928  0.000
H: -5.11802 -0.28381 0.81110  0.000
H: -5.69066 -2.66321 1.11592  0.000
H: -3.86221 -4.35244 1.15105  0.000
H: -1.51334 -3.64560 0.86393  0.000
F: 3.38394 -0.30661 -1.57665  -0.001
B: 2.23145 -0.66240 -0.98051  0.003
F: 1.73363 -1.86957 -1.30862  0.000
C: -1.66898 -2.31872 -2.96541  -0.001
N: -0.85912 -1.32300 -2.29656  -0.001
C: -0.24676 -0.33610 -2.90253  0.008
N: -0.40307 -0.17024 -4.22599  0.006
S: 0.73216 0.78893 -2.03773  0.019
H: -2.07825 -2.98292 -2.20943  0.001
H: -1.07538 -2.91255 -3.66596  0.000
H: -2.50443 -1.85671 -3.49807  0.000
H: -0.70922 -1.39871 -1.27739  -0.005
H: -0.92323 -0.82117 -4.78732  -0.001
H: 0.13089 0.55002 -4.67752  -0.002

Cartesian forces (eV/Å) of the 6 atoms listed first:
Fe -0.049 -0.030 0.014
O 0.018 0.032 0.109
C -0.045 -0.021 -0.036
C 0.024 -0.001 0.014
C -0.011 0.006 -0.005
C 0.011 -0.002 0.005

Results
2S+1: 2
E_LUMO (spin up / spin down): 0.0154 / 0.0158 Eh
ΔE to the lowest compared entry with this formula, charge and spin: 0.000 eV

No. 4
# C34H59N7O6Si2Y

A structure of composition C34H59N7O6Si2Y (ωB97M-V/def2-TZVPD, OMol25).

Each line ends with the Löwdin charge.
Positions of all 109 atoms, in Å:
Y: -0.12585 0.46553 -0.09114  1.534
C: -5.04190 -2.10895 -0.09984  -0.029
N: -4.23701 -0.99552 -0.59126  -0.113
C: -4.49010 -0.57626 -1.96447  0.002
C: -3.33466 -0.36730 0.15363  -0.422
O: -2.64360 0.57933 -0.25831  -0.060
C: -3.14053 -0.83132 1.59087  -0.113
O: -2.32305 0.09177 2.26927  -0.142
C: -2.93538 1.32795 2.51567  -0.110
C: -2.00628 2.46328 2.11384  -0.401
O: -0.92482 2.24566 1.55910  -0.053
N: -2.42112 3.70046 2.40738  -0.114
C: -3.66030 3.95925 3.13466  -0.022
C: -1.57497 4.84799 2.09452  -0.008
H: -5.19879 -2.80848 -0.91913  0.097
H: -4.53664 -2.64761 0.69703  0.088
H: -6.01739 -1.76916 0.25292  0.102
H: -5.54529 -0.32481 -2.08589  0.103
H: -3.88442 0.28959 -2.19143  0.061
H: -4.23777 -1.38876 -2.64781  0.104
H: -4.09571 -0.96218 2.10396  0.138
H: -2.59996 -1.77973 1.58072  0.128
H: -3.86866 1.43951 1.95639  0.140
H: -3.17222 1.41369 3.57967  0.144
H: -4.47909 3.34997 2.75913  0.091
H: -3.54973 3.78548 4.20689  0.102
H: -3.93220 5.00082 2.98651  0.095
H: -0.82128 4.54893 1.37719  0.059
H: -2.18788 5.63932 1.66660  0.098
H: -1.08489 5.22421 2.99462  0.103
C: -2.43924 -7.10224 -1.93410  -0.065
O: -2.63134 -5.72748 -1.61541  -0.064
C: -1.54086 -4.96373 -1.41455  -0.271
C: -0.22312 -5.44655 -1.53948  -0.017
C: 0.81041 -4.57403 -1.32087  -0.015
C: 0.61634 -3.22611 -0.96108  -0.091
C: 1.73960 -2.36040 -0.70010  -0.350
C: 3.14390 -2.77128 -1.05879  0.008
O: 1.61645 -1.23634 -0.17966  -0.111
C: -0.72739 -2.74024 -0.85685  -0.316
O: -1.01912 -1.50630 -0.59534  -0.199
C: -1.77388 -3.64529 -1.08522  0.072
H: -3.43154 -7.53339 -2.01483  0.094
H: -1.88463 -7.61511 -1.14730  0.096
H: -1.91829 -7.21753 -2.88560  0.098
H: -0.01818 -6.47287 -1.80223  0.103
H: 1.81544 -4.96092 -1.41786  0.107
H: 3.34424 -3.82877 -0.91211  0.074
H: 3.85010 -2.17924 -0.48135  0.083
H: 3.29788 -2.54302 -2.11752  0.106
H: -2.79242 -3.28341 -1.02354  0.106
C: -0.40955 3.99889 -3.89189  -0.197
Si: -0.98450 2.54216 -2.85747  0.374
C: -1.94759 3.41522 -1.47738  -0.185
C: -2.18512 1.62188 -3.97157  -0.179
C: 0.27274 1.30312 -2.25430  -0.488
Si: 2.01749 1.50774 -2.91190  0.389
C: 3.44326 0.77840 -1.90112  -0.182
C: 2.61354 3.27338 -3.17580  -0.186
C: 2.09941 0.61712 -4.56330  -0.186
H: -1.29376 4.57147 -4.19323  0.039
H: 0.10202 3.67743 -4.80346  0.031
H: 0.25377 4.67602 -3.34912  0.022
H: -2.89467 3.78782 -1.88076  0.039
H: -1.39116 4.28672 -1.11034  0.022
H: -2.18707 2.77369 -0.62987  -0.017
H: -3.13335 2.15356 -4.10275  0.036
H: -2.39633 0.61717 -3.59778  0.008
H: -1.72908 1.50435 -4.96017  0.036
H: -0.05207 0.37798 -2.77280  -0.003
H: 3.98263 1.56506 -1.36510  0.022
H: 4.15707 0.30637 -2.58500  0.040
H: 3.12704 0.02657 -1.17937  -0.021
H: 2.40269 3.92294 -2.31949  0.016
H: 2.18302 3.73700 -4.06211  0.013
H: 3.70007 3.24661 -3.30784  0.037
H: 1.99680 -0.46491 -4.42213  0.028
H: 3.05028 0.79896 -5.07453  0.033
H: 1.28872 0.93973 -5.22508  0.027
C: 3.73386 3.92897 1.36759  -0.042
C: 2.57263 4.35656 0.74378  -0.037
C: 1.63803 3.41160 0.36394  -0.143
N: 1.80314 2.10421 0.57245  0.010
C: 2.93546 1.69628 1.15201  -0.167
C: 3.92186 2.56990 1.57180  -0.043
H: 4.48762 4.64227 1.67529  0.116
H: 2.39506 5.40457 0.54264  0.116
H: 0.72486 3.70227 -0.14446  0.097
H: 3.06577 0.62347 1.24894  0.093
H: 4.82746 2.18821 2.02288  0.112
C: 4.22649 -1.65504 3.30229  -0.069
C: 3.54375 -2.53974 4.34462  -0.402
C: 3.27467 -3.93678 3.78978  -0.069
C: 2.26952 -1.88724 4.89258  -0.097
N: 1.35157 -1.46824 3.83484  -0.083
C: 1.30235 -0.31112 3.18021  -0.126
N: 0.44149 -0.42613 2.20182  -0.028
N: -0.04320 -1.69275 2.27336  0.031
N: 0.50421 -2.32674 3.24025  0.110
H: 5.21130 -2.05514 3.05716  0.088
H: 4.36614 -0.63032 3.66366  0.079
H: 3.64662 -1.62238 2.37297  0.066
H: 4.20691 -2.62868 5.20884  0.139
H: 2.56271 -3.90284 2.96154  0.067
H: 2.86732 -4.59884 4.55618  0.084
H: 4.20126 -4.37945 3.41924  0.084
H: 2.51078 -0.99537 5.46855  0.131
H: 1.72680 -2.57709 5.53550  0.131
H: 1.87437 0.56471 3.43791  0.140

Cartesian forces (eV/Å) of the 6 atoms listed first:
Y -0.687 -0.456 0.586
C 0.033 0.070 -0.012
N -0.136 0.046 -0.018
C -0.031 -0.106 0.059
C 0.123 -0.116 -0.135
O 0.137 0.085 -0.042

Results
E_LUMO: -0.0671 Eh
net charge: +1
ΔE to the lowest compared entry with this formula, charge and spin: 0.448 eV

It is found that the maximum force values, taken in the order of the records, are 4.60; 3.65; 0.12; 1.01 eV/Å.
It is found that the total energy values, taken in the order of the records, are -3541.975043; -722.731767; -2954.089835; -2783.042032 a.u..